# 1
DFT (the ωB97M-V functional and the def2-TZVPD basis) results for a structure of composition C13H17MgNS in a non-equilibrium geometry.

Cartesian coordinates (Å):
C (-1.23997, -0.39834, -0.58931)
C (1.58724, -0.36978, -1.87682)
C (-1.65948, 0.21382, -1.76833)
H (-1.80880, -0.33496, 0.34823)
C (1.48438, 1.01739, -1.84016)
H (2.60971, -0.78613, -1.83806)
H (-1.72945, -0.55086, -2.57279)
H (2.42993, 1.56701, -1.67875)
C (-1.01476, 1.38038, -2.55815)
H (-1.74626, 2.19373, -2.65298)
H (-0.85683, 1.03874, -3.59038)
C (-0.44867, -1.65844, -0.83434)
H (-1.07912, -2.52515, -1.11233)
H (0.14276, -1.97315, 0.04656)
C (0.52497, -1.42998, -2.09038)
H (-0.06450, -1.24025, -3.00453)
H (1.04342, -2.38779, -2.26496)
C (0.31802, 1.96150, -2.08173)
H (0.66143, 2.71420, -2.81166)
H (0.12030, 2.55564, -1.17249)
Mg (0.87353, 0.23018, -0.19274)
H (-2.76703, 0.23558, -1.51607)
S (0.96777, 2.17132, 1.42404)
C (0.60210, 0.85789, 2.44296)
C (0.24949, 1.07121, 3.79882)
C (-0.08835, -0.00699, 4.59911)
C (-0.03838, -1.29889, 4.06173)
C (0.33524, -1.45970, 2.71557)
N (0.63913, -0.41232, 1.92981)
H (0.23848, 2.09932, 4.13976)
H (-0.39086, 0.15742, 5.63659)
H (-0.28436, -2.18208, 4.64138)
H (0.38889, -2.45053, 2.26240)

Properties
* LUMO level: -0.3 eV
* energy relative to the best compared isomer or geometry (same formula, charge and spin): 47.6 kcal per mole
* DFT total energy: -31523.87184 eV



# 2
DFT (the ωB97M-V functional and the def2-TZVPD basis) results for a structure of composition C35H30AuN2SSbTe in a non-equilibrium geometry.

Cartesian coordinates (Å):
Au (-2.06010, 1.58550, 0.81160)
C (-0.38110, -6.41820, 1.27810)
C (-1.29300, -5.54840, 1.85100)
C (-1.53620, -4.31270, 1.27060)
C (-0.86760, -3.93870, 0.11620)
C (0.04510, -4.81670, -0.44910)
C (0.28490, -6.05450, 0.11910)
Sb (-1.14070, -2.06650, -0.95220)
C (-2.48790, -3.07350, -2.32870)
C (-2.35560, -2.83480, -3.68750)
C (-3.15930, -3.49860, -4.59930)
C (-4.10740, -4.40290, -4.15350)
C (-4.25020, -4.64260, -2.79620)
C (-3.43980, -3.98290, -1.88870)
C (-2.73730, -1.35980, 0.32420)
C (-2.43260, -0.94020, 1.62030)
C (-3.43560, -0.46320, 2.46440)
C (-4.73710, -0.35780, 1.99950)
C (-5.03190, -0.73120, 0.70000)
C (-4.03690, -1.22480, -0.12970)
H (-0.19400, -7.38230, 1.72930)
H (-1.81480, -5.83770, 2.75430)
H (-2.25640, -3.64390, 1.72550)
H (0.57010, -4.52450, -1.35030)
H (0.99330, -6.73510, -0.33370)
H (-1.61440, -2.12520, -4.03160)
H (-3.04310, -3.31620, -5.65850)
H (-4.73250, -4.92350, -4.86440)
H (-4.99340, -5.34980, -2.45160)
H (-3.54990, -4.17880, -0.82900)
H (-1.43330, -1.09540, 2.00600)
H (-3.20500, -0.20870, 3.48930)
H (-5.51900, 0.00020, 2.65520)
H (-6.04390, -0.64050, 0.33310)
H (-4.27980, -1.52190, -1.14070)
C (-3.95940, 5.22470, 0.17210)
C (-3.14200, 4.65350, -0.93730)
C (-3.09660, 5.23130, -2.20430)
C (-2.20440, 4.67750, -3.11350)
N (-1.46650, 3.62310, -2.83420)
C (-1.63750, 3.06760, -1.64080)
S (-0.82180, 1.61890, -1.24990)
N (-2.43510, 3.56180, -0.67610)
H (-4.46280, 6.13070, -0.14750)
H (-3.31320, 5.44910, 1.01760)
H (-4.69720, 4.49830, 0.50030)
H (-3.71410, 6.07780, -2.45440)
H (-2.05540, 5.09060, -4.10500)
Te (2.37200, 0.00140, -1.04580)
C (4.45650, -0.03040, -1.61860)
C (4.82220, 0.50450, -2.84360)
C (6.14930, 0.53150, -3.23400)
C (7.12460, 0.01570, -2.39920)
C (6.76610, -0.52370, -1.17630)
C (5.43660, -0.54940, -0.78870)
C (2.68380, 1.91750, -0.13790)
C (3.07530, 1.98320, 1.18820)
C (3.31580, 3.20680, 1.78660)
C (3.15720, 4.37460, 1.05930)
C (2.75300, 4.31180, -0.26360)
C (2.51310, 3.08610, -0.85900)
H (4.05800, 0.91000, -3.49160)
H (6.42620, 0.95270, -4.18990)
H (8.16070, 0.03120, -2.70480)
H (7.52880, -0.92720, -0.52590)
H (5.16190, -0.97010, 0.16830)
H (3.20280, 1.07050, 1.75590)
H (3.62700, 3.24610, 2.82160)
H (3.34280, 5.33180, 1.52460)
H (2.62830, 5.22160, -0.83440)
H (2.19510, 3.04070, -1.88960)

Properties
* LUMO level: -0.4 eV
* energy relative to the best compared isomer or geometry (same formula, charge and spin): 55.3 kcal per mole
* DFT total energy: -68118.31323 eV



# 3
DFT (the ωB97M-V functional and the def2-TZVPD basis) results for the molecule C5H11P in a non-equilibrium geometry.

Cartesian coordinates (Å):
C (2.43561, -0.44349, -0.69208)
C (1.62603, -0.54252, 0.53025)
C (0.44056, 0.04037, 0.78772)
P (-0.56109, 0.43055, -0.67847)
C (-1.73702, 2.00650, 0.03864)
C (-1.52120, -1.18756, -0.20069)
H (3.48551, -0.80183, -0.51947)
H (2.54550, 0.54025, -0.98159)
H (2.01195, -1.16206, -1.43229)
H (2.07070, -0.86405, 1.40258)
H (-0.03082, 0.05450, 1.76939)
H (-1.20159, 2.78638, -0.49110)
H (-2.85287, 1.80779, -0.17729)
H (-1.43464, 2.03670, 1.08452)
H (-2.57218, -1.28518, -0.72077)
H (-0.94103, -2.06467, -0.60208)
H (-1.76342, -1.35166, 0.88273)

Properties
* LUMO level: 1.1 eV
* energy relative to the best compared isomer or geometry (same formula, charge and spin): 32.6 kcal per mole
* SMILES string: C/C=C\P(C)C
* DFT total energy: -14649.91057 eV



# 4
DFT (the ωB97M-V functional and the def2-TZVPD basis) results for a cluster of 2 separate species, C4H7F2N in total in a non-equilibrium geometry.

Cartesian coordinates (Å):
C (-1.49727, 1.34884, 0.10211)
C (-1.19147, 0.13295, -0.10502)
C (-0.30200, -0.71660, 0.62553)
C (1.50291, 0.57143, -0.36247)
N (0.10711, -1.92035, 0.15717)
F (2.38713, -0.48998, -0.51809)
F (2.13978, 1.55693, 0.42495)
H (-2.00903, 1.98739, -0.60148)
H (-1.25645, 1.86815, 1.05961)
H (-1.50595, -0.30255, -1.05359)
H (-0.32985, -0.63462, 1.69865)
H (1.08837, 0.83898, -1.32711)
H (0.11826, -1.92284, -0.88438)
H (0.74845, -2.31773, 0.78412)

Properties
* LUMO level (alpha / beta): 0.7 / 0.7 eV
* energy relative to the best compared isomer or geometry (same formula, charge and spin): 79.2 kcal per mole
* DFT total energy: -11182.46599 eV



# 5
DFT (the ωB97M-V functional and the def2-TZVPD basis) results for the molecule C4H7NO.

Cartesian coordinates (Å):
N (-1.51980, 0.67581, 0.63135)
C (-0.74632, -0.01329, -0.67164)
O (-1.07475, 0.42723, -1.73127)
C (0.23636, -0.80982, -0.02803)
C (1.18782, 0.36600, 0.45825)
C (1.67154, -0.74777, -0.43890)
H (-2.15186, 0.04408, 1.12153)
H (-2.01631, 1.51817, 0.34430)
H (-0.09944, -1.46911, 0.77161)
H (1.02043, 1.24084, -0.19864)
H (-0.68100, 0.88425, 1.22423)
H (2.27949, -1.53400, 0.01023)
H (1.89384, -0.58238, -1.49303)

Properties
* LUMO level: 0.3 eV
* energy relative to the best compared isomer or geometry (same formula, charge and spin): 117.2 kcal per mole
* DFT total energy: -7794.56105 eV



# 6
DFT (the ωB97M-V functional and the def2-TZVPD basis) results for a structure of composition C20H27N4O5RhS2.

Cartesian coordinates (Å):
Rh (0.02925, 0.44191, 0.20350)
C (-0.45714, 3.24813, 1.23201)
C (-1.69064, 2.72681, 0.55689)
C (-2.89039, 3.45225, 0.49441)
C (-4.00258, 2.89896, -0.08775)
C (-3.94186, 1.60760, -0.65558)
C (-5.03010, 0.95181, -1.28047)
C (-4.86908, -0.30585, -1.79312)
C (-3.62558, -0.96803, -1.71827)
C (-2.55251, -0.33907, -1.14112)
S (-0.93245, -1.02185, -1.07334)
C (-2.71092, 0.94083, -0.59606)
N (-1.62945, 1.51271, 0.01537)
H (-0.63184, 4.24328, 1.63512)
H (0.36839, 3.33626, 0.51949)
H (-0.15628, 2.61534, 2.07496)
H (-2.92043, 4.44020, 0.93229)
H (-4.93468, 3.45114, -0.11517)
H (-5.98573, 1.45565, -1.34575)
H (-5.70070, -0.80870, -2.26708)
H (-3.52472, -1.96461, -2.13184)
C (0.71120, 3.88747, 6.89568)
C (1.44717, 2.58459, 6.60273)
S (0.48491, 1.54862, 5.51980)
O (0.97026, 1.70162, 4.15624)
O (-0.92274, 1.75048, 5.75912)
C (0.86104, -0.13376, 6.00803)
C (-0.16893, -1.12894, 5.45666)
N (-0.66881, -0.77736, 4.11189)
C (0.08526, -0.76341, 3.00092)
N (-0.58482, -0.14536, 2.01933)
C (-1.82009, 0.21128, 2.51787)
C (-1.86101, -0.15694, 3.80487)
N (-3.00360, 0.01698, 4.67788)
O (-3.83783, 0.79744, 4.27959)
O (-3.04038, -0.62890, 5.70071)
C (1.44318, -1.35516, 2.96713)
H (1.35736, 4.52131, 7.49994)
H (-0.21133, 3.70379, 7.44067)
H (0.47154, 4.42451, 5.97877)
H (1.64074, 2.01113, 7.51104)
H (2.39175, 2.74697, 6.08428)
H (0.82811, -0.17855, 7.09704)
H (1.88009, -0.34412, 5.68516)
H (-1.03790, -1.16966, 6.10014)
H (0.26464, -2.12492, 5.41041)
H (-2.60202, 0.67978, 1.95597)
H (1.44949, -2.30456, 3.50060)
H (2.15903, -0.67800, 3.43824)
H (1.75823, -1.53466, 1.94819)
C (2.65482, 0.04572, -2.12023)
C (2.69136, -0.86274, -0.91739)
O (2.07383, -0.23556, 0.27335)
H (2.99875, -0.50242, -2.99853)
H (3.30668, 0.91113, -1.99386)
H (1.64030, 0.38445, -2.33275)
H (3.70836, -1.12820, -0.63790)
H (2.12709, -1.78014, -1.06815)
H (2.68446, 0.42223, 0.63152)

Properties
* LUMO level (alpha / beta): -8.1 / -8.1 eV
* energy relative to the best compared isomer or geometry (same formula, charge and spin): 0.0 kcal per mole
* DFT total energy: -62037.64159 eV
* charge: +2



# 7
DFT (the ωB97M-V functional and the def2-TZVPD basis) results for the ion C6H13N2O2S with charge -1 in a non-equilibrium geometry.

Cartesian coordinates (Å):
N (-1.61170, 1.86834, -2.46663)
S (-0.17186, 1.43299, -2.66476)
O (0.09835, 0.73671, -4.05606)
O (0.77500, 2.39815, -2.17456)
N (-0.01588, 0.13193, -1.50299)
C (-0.64472, 0.37558, -0.18395)
C (-1.13094, -1.03471, 0.34509)
C (-0.05541, -1.92889, 0.97494)
C (0.76702, -1.12504, 2.01891)
C (1.42337, 0.18274, 1.39206)
C (0.30053, 1.14603, 0.67401)
H (-2.20806, 1.04146, -2.85510)
H (0.91909, -0.04463, -1.31805)
H (-1.56167, 0.93453, -0.46560)
H (-1.63410, -1.65638, -0.36472)
H (-1.85242, -0.83061, 1.11803)
H (0.67312, -2.42589, 0.25946)
H (-0.50148, -2.71909, 1.50868)
H (0.02347, -0.75715, 2.74762)
H (1.54181, -1.77529, 2.61727)
H (2.07138, 0.79601, 2.12534)
H (2.14616, -0.23217, 0.69688)
H (-0.22263, 1.67790, 1.46586)
H (0.87156, 1.80749, 0.10826)

Properties
* LUMO level: 3.4 eV
* energy relative to the best compared isomer or geometry (same formula, charge and spin): 6.8 kcal per mole
* SMILES string: N=[S@@](=O)([O-])NC1CCCCC1
* DFT total energy: -24343.11087 eV
* charge: -1



- What is the formula in the sixth record?
  C20H27N4O5RhS2